Molecular formula: C4H10S2
Method: DFT, the ωB97M-V functional and the def2-TZVPD basis

```
16
Properties=species:S:1:pos:R:3:mulliken_charge:R:1
C 0.67 0.72 -1.24 -0.9113
C 1.71 0.05 -0.77 0.2294
C 2.75 0.64 0.14 -1.0232
H -0.14 0.31 -1.81 0.3311
H 0.52 1.76 -0.94 0.2000
H 1.92 -0.94 -1.14 0.3155
H 2.82 1.72 -0.02 0.3298
H 3.71 0.15 0.01 0.3018
H 2.47 0.52 1.19 0.2334
C -2.54 -0.69 -0.21 -0.8414
S -1.71 -1.87 0.86 -0.0086
S -2.23 -1.13 2.70 -0.2133
H -2.48 -1.08 -1.23 0.2777
H -3.61 -0.59 0.01 0.3815
H -2.09 0.29 -0.15 0.2571
H -1.78 0.13 2.59 0.1404
```

Results
E_HOMO: -8.613 eV
Electronic energy: -954.73671 hartree
Energy above the lowest of the compared OMol25 structures with the same formula, charge and spin: 123.0 kJ/mol
Charge: 0
Spin multiplicity: 1
SMILES: C=CC.CSS

---

Molecular formula: C2H9NO2
Method: DFT, the ωB97M-V functional and the def2-TZVPD basis

```
14
Properties=species:S:1:pos:R:3:mulliken_charge:R:1
C -0.84 0.89 1.02 -0.4118
N 0.07 1.54 0.42 -0.4330
C 1.40 0.97 0.33 -0.7551
H -1.80 1.40 1.02 0.4033
H -0.68 -0.03 1.58 0.2824
H 1.84 1.32 -0.61 0.3065
H 1.42 -0.11 0.29 0.3027
H 2.06 1.40 1.08 0.3125
O -0.07 -2.28 0.16 -0.6169
H -0.22 -1.87 -0.71 0.3697
H -0.58 -3.09 0.04 0.2738
O -0.84 -0.40 -1.74 -0.7192
H -0.20 0.31 -1.66 0.3317
H -1.56 -0.04 -1.21 0.3534
```

Results
E_HOMO: -9.824 eV
Electronic energy: -286.79571 hartree
Energy above the lowest of the compared OMol25 structures with the same formula, charge and spin: 59.5 kJ/mol
Charge: 0
Spin multiplicity: 1
SMILES: C=NC.O.O

---

Molecular formula: C32H44F2N5O2RuSi2Te
Method: DFT, the ωB97M-V functional and the def2-TZVPD basis

```
89
Properties=species:S:1:pos:R:3:mulliken_spin:R:1
Ru -0.81 0.78 -0.96 2.7626
C -1.87 4.97 -0.66 0.0133
C -1.43 3.60 -0.23 0.0654
O -0.86 2.88 -1.11 0.1565
C -1.64 3.24 1.12 0.2063
C -1.30 2.07 1.77 -0.1103
C -1.63 1.90 3.22 0.0106
N -0.71 1.03 1.11 0.2374
N -0.45 -0.02 1.87 0.2916
C -0.26 -1.13 1.15 0.0159
O -0.40 -1.17 -0.12 0.1776
C 0.12 -2.36 1.87 -0.0132
C -0.14 -2.48 3.23 0.0504
C 0.21 -3.65 3.89 -0.0104
C 0.82 -4.68 3.20 0.0130
C 1.09 -4.56 1.85 0.0024
C 0.73 -3.40 1.18 0.0030
H -1.67 5.11 -1.72 -0.0018
H -1.34 5.73 -0.08 0.0041
H -2.93 5.08 -0.46 0.0068
H -2.15 3.98 1.73 0.0016
H -2.13 2.79 3.60 -0.0014
H -0.72 1.71 3.79 -0.0047
H -2.28 1.03 3.35 0.0111
H -0.64 -1.68 3.76 -0.0031
H -0.01 -3.75 4.95 -0.0011
H 1.09 -5.59 3.73 0.0003
H 1.56 -5.37 1.31 0.0004
H 0.91 -3.30 0.12 -0.0021
C 2.02 -3.55 -2.92 -0.0015
Si 3.55 -2.49 -3.08 -0.0026
C 4.64 -2.61 -1.56 0.0017
C 4.54 -2.95 -4.60 0.0008
C 2.97 -0.70 -3.29 0.0252
Te 1.97 -0.01 -1.52 0.0930
C 2.17 2.07 -2.08 0.0263
Si 3.39 2.93 -0.93 0.0024
C 2.65 2.84 0.79 -0.0056
C 5.06 2.10 -1.01 0.0019
C 3.57 4.73 -1.46 0.0000
H 2.25 -4.56 -2.59 0.0001
H 1.50 -3.62 -3.88 0.0010
H 1.31 -3.12 -2.21 0.0044
H 4.99 -3.63 -1.42 0.0001
H 4.10 -2.31 -0.66 0.0018
H 5.51 -1.97 -1.66 0.0008
H 4.92 -3.97 -4.52 0.0003
H 5.40 -2.28 -4.73 0.0005
H 3.93 -2.89 -5.51 -0.0002
H 2.26 -0.61 -4.11 0.0006
H 3.79 0.00 -3.44 0.0040
H 1.20 2.56 -2.00 -0.0184
H 2.45 2.06 -3.14 0.0051
H 2.56 1.80 1.13 0.0016
H 1.65 3.29 0.80 0.0000
H 3.26 3.37 1.52 -0.0009
H 5.00 1.04 -0.75 -0.0006
H 5.76 2.58 -0.32 0.0002
H 5.49 2.18 -2.01 0.0001
H 2.61 5.25 -1.44 0.0001
H 3.97 4.79 -2.47 0.0000
H 4.25 5.26 -0.80 -0.0001
C -4.99 2.32 -0.82 -0.0558
C -3.78 1.85 -1.34 0.2312
N -3.06 0.93 -0.66 0.0223
C -3.51 0.46 0.49 0.0096
C -4.72 0.86 1.11 0.0200
C -5.45 1.85 0.38 0.1285
C -5.08 0.44 2.41 0.1272
C -4.53 -0.53 3.24 0.2690
C -3.73 -1.66 2.92 -0.0619
C -3.63 -2.27 1.64 0.1488
C -2.83 -3.37 1.51 -0.0130
N -2.13 -3.91 2.52 0.1119
C -2.32 -3.31 3.69 -0.0406
N -3.06 -2.24 3.95 0.0749
H -5.55 3.05 -1.38 -0.0002
H -3.39 2.19 -2.29 0.0113
H -2.86 -0.25 0.99 0.0569
H -6.37 2.23 0.81 0.0110
H -5.85 1.06 2.87 0.0143
H -4.77 -0.45 4.29 0.0060
H -4.21 -1.89 0.81 0.0022
H -2.73 -3.86 0.54 -0.0026
H -1.80 -3.75 4.54 -0.0027
F -2.07 -0.96 -2.74 -0.0025
C -1.29 0.15 -2.88 -0.0984
F -0.28 -0.21 -3.76 -0.0017
H -1.88 0.89 -3.45 0.0106
```

Results
E_HOMO (alpha / beta): -4.752 / -7.170 eV
Electronic energy: -2811.52275 hartree
Energy above the lowest of the compared OMol25 structures with the same formula, charge and spin: 210.7 kJ/mol
Charge: 0
Spin multiplicity: 6